No. 1
C19H35N3OP2RhS4 | the ωB97M-V functional and the def2-TZVPD basis

Results
Orbital gap (spin up / spin down): 8.283 / 6.267 eV
Spin multiplicity: 5
Electronic energy: -3369.59861 Ha
Total charge: +3

Cartesian coordinates (Å):
1 Rh -0.4824 0.9183 0.1428
2 C 2.4956 2.9634 0.8503
3 P 1.0295 2.1981 1.5787
4 C 0.2263 3.4874 2.5612
5 C 1.5808 0.9349 2.7606
6 C 2.6910 1.2153 3.5525
7 C 3.1296 0.3132 4.5121
8 C 2.4526 -0.8808 4.6959
9 C 1.3447 -1.1744 3.9125
10 C 0.9026 -0.2815 2.9384
11 P -0.5686 -0.7497 1.9800
12 C -0.3959 -2.4798 1.4847
13 C -1.9799 -0.6833 3.1056
14 H 2.9802 3.6172 1.5773
15 H 2.2069 3.5650 -0.0113
16 H 3.1912 2.1886 0.5373
17 H 0.9082 3.8144 3.3491
18 H -0.6813 3.1086 3.0298
19 H -0.0229 4.3414 1.9311
20 H 3.2276 2.1483 3.4325
21 H 3.9932 0.5486 5.1182
22 H 2.7797 -1.5843 5.4488
23 H 0.8286 -2.1117 4.0777
24 H -0.2251 -3.1126 2.3567
25 H 0.4355 -2.5815 0.7917
26 H -1.3205 -2.8116 1.0109
27 H -1.7856 -1.3310 3.9631
28 H -2.8846 -1.0207 2.6008
29 H -2.1268 0.3368 3.4567
30 S -2.3532 2.2324 0.7717
31 C -3.7117 1.7574 -0.1905
32 N -4.4980 2.6180 -0.7815
33 C -5.5540 2.0571 -1.6435
34 C -5.7762 0.6334 -1.1414
35 S -4.1719 0.1218 -0.4169
36 H -4.3363 3.6151 -0.7032
37 H -5.1994 2.0840 -2.6758
38 H -6.4531 2.6640 -1.5558
39 H -6.0462 -0.0468 -1.9445
40 H -6.5231 0.5814 -0.3516
41 S -0.7341 1.0760 -2.2245
42 C -0.3286 -0.4612 -2.9639
43 N 0.3058 -0.4341 -4.1223
44 C 0.6141 -1.6477 -4.8970
45 C -0.4269 -2.7050 -4.5827
46 C -0.4976 -2.9153 -3.0802
47 N -0.6868 -1.6108 -2.4207
48 H 0.5082 0.4736 -4.5139
49 H 1.6157 -1.9851 -4.6216
50 H 0.6240 -1.3750 -5.9495
51 H -0.1707 -3.6403 -5.0761
52 H -1.4013 -2.3872 -4.9573
53 H 0.4128 -3.3789 -2.6942
54 H -1.3444 -3.5415 -2.8046
55 H -1.2313 -1.5551 -1.5763
56 C 3.3759 0.2680 -1.9505
57 S 2.4109 -1.0048 -1.1601
58 C 3.6832 -1.8009 -0.1648
59 O 1.5301 -0.2735 -0.1398
60 H 3.9324 0.8297 -1.2029
61 H 2.6864 0.9165 -2.4878
62 H 4.0615 -0.2055 -2.6528
63 H 3.6900 -2.8676 -0.3715
64 H 3.4015 -1.6164 0.8710
65 H 4.6620 -1.3724 -0.3684

Atom charges from the Löwdin analysis, given in e for atoms 1 to 2: 0.39 -0.21



No. 2
C6H9I | the ωB97M-V functional and the def2-TZVPD basis

Results
Orbital gap (spin up / spin down): 5.664 / 5.968 eV
Spin multiplicity: 3
Electronic energy: -531.42949 Ha
Total charge: 0

Cartesian coordinates (Å):
1 C 0.1964 -0.1839 -1.4841
2 C 0.0064 0.7080 0.6801
3 C 0.1212 -0.6854 -0.0502
4 C 1.1548 0.2529 -0.4018
5 C -0.8746 1.9459 0.3839
6 C -0.2463 -2.0195 0.4336
7 I 3.1881 0.0997 0.0952
8 H 0.6969 -0.8786 -2.0940
9 H -0.3871 0.6028 -1.8976
10 H 0.2451 0.7968 1.7267
11 H -0.3288 2.5124 -0.4963
12 H -0.8881 2.5186 1.2551
13 H -1.9157 1.7007 0.2740
14 H -0.6424 -1.9712 1.4857
15 H 0.5820 -2.7290 0.3465
16 H -0.9079 -2.6702 -0.2568

Atom charges from the Löwdin analysis, given in e for atoms 1 to 2: -0.06 -0.19



No. 3
C27H47GeMnN4O2P2S3Si | the ωB97M-V functional and the def2-TZVPD basis

Results
Orbital gap (spin up / spin down): 6.891 / 7.687 eV
Spin multiplicity: 5
Electronic energy: -6821.31986 Ha
Total charge: 0

Cartesian coordinates (Å):
1 Mn -0.2074 -0.2225 -0.3498
2 C -2.3360 -1.4330 2.5879
3 P -1.3112 -1.9454 1.1646
4 C -0.1466 -3.1388 1.8906
5 C -2.4772 -3.0194 0.2233
6 C -2.0218 -3.1693 -1.2347
7 P -1.7436 -1.4995 -1.9289
8 C -1.1156 -1.7783 -3.6112
9 C -3.4429 -0.8844 -2.1794
10 H -2.8946 -2.2800 2.9883
11 H -3.0300 -0.6525 2.2760
12 H -1.6947 -1.0343 3.3741
13 H -0.6677 -3.8870 2.4896
14 H 0.5799 -2.6106 2.5089
15 H 0.3935 -3.6311 1.0819
16 H -3.4614 -2.5449 0.2767
17 H -2.5587 -3.9903 0.7166
18 H -2.7504 -3.7342 -1.8208
19 H -1.0657 -3.6949 -1.2874
20 H -1.8483 -2.2757 -4.2470
21 H -0.2177 -2.3934 -3.5468
22 H -0.8477 -0.8134 -4.0447
23 H -4.0663 -1.6266 -2.6814
24 H -3.3889 0.0288 -2.7680
25 H -3.8865 -0.6238 -1.2175
26 C -2.9091 4.7072 -2.8968
27 Si -3.2607 4.8003 -1.0684
28 C -5.1138 4.6709 -0.7981
29 C -2.6604 6.4727 -0.4618
30 C -2.4865 3.5087 0.0787
31 C -2.6256 3.7509 1.4341
32 C -2.1109 2.8777 2.3904
33 C -1.4742 1.7496 1.9402
34 N -1.3297 1.4611 0.6412
35 C -1.7972 2.3236 -0.2971
36 S -1.4400 1.8738 -1.9158
37 H -3.3975 5.5559 -3.3858
38 H -3.2893 3.7845 -3.3331
39 H -1.8402 4.7525 -3.1041
40 H -5.6382 5.4515 -1.3555
41 H -5.3795 4.7742 0.2562
42 H -5.4866 3.7037 -1.1435
43 H -3.1062 7.2739 -1.0562
44 H -1.5750 6.5462 -0.5624
45 H -2.9103 6.6561 0.5852
46 H -3.1376 4.6479 1.7688
47 H -2.2041 3.0750 3.4493
48 H -1.0552 1.0374 2.6388
49 C 1.3764 3.1229 0.3448
50 Ge 2.3194 1.5414 1.0053
51 C 2.9477 1.9524 2.8259
52 C 3.8783 1.1224 -0.1108
53 C 1.1655 -0.0433 1.1744
54 H 2.0873 3.9374 0.1952
55 H 0.6338 3.4456 1.0771
56 H 0.8606 2.9277 -0.5971
57 H 3.6066 2.8223 2.8257
58 H 3.4976 1.1045 3.2384
59 H 2.1005 2.1657 3.4802
60 H 4.7392 1.7154 0.2015
61 H 3.6839 1.3240 -1.1635
62 H 4.1387 0.0701 -0.0081
63 H 0.6392 -0.0206 2.1299
64 H 1.7440 -0.9676 1.1041
65 N 5.1152 -4.6444 3.6274
66 C 4.3556 -4.4124 2.4871
67 C 3.4535 -5.3756 2.0278
68 C 2.7310 -5.1658 0.8676
69 C 2.8991 -3.9885 0.1522
70 C 3.7995 -3.0311 0.5916
71 C 4.5210 -3.2361 1.7513
72 S 1.9846 -3.7370 -1.3410
73 O 2.8844 -3.8609 -2.4630
74 O 0.8703 -4.6531 -1.2660
75 N 1.4360 -2.2393 -1.1938
76 C 1.8003 -1.2445 -2.0181
77 S 2.8706 -1.2802 -3.3946
78 C 2.5043 0.3922 -3.7004
79 C 1.6473 0.8670 -2.7804
80 N 1.2509 -0.0470 -1.8298
81 H 4.7365 -5.3166 4.2740
82 H 5.4804 -3.8240 4.0824
83 H 3.3223 -6.2954 2.5857
84 H 2.0205 -5.9014 0.5147
85 H 3.9265 -2.1198 0.0238
86 H 5.2235 -2.4849 2.0936
87 H 2.9455 0.9130 -4.5328
88 H 1.2373 1.8648 -2.7476

Atom charges from the Löwdin analysis, given in e for atoms 1 to 2: 0.48 -0.25



No. 4
C3H10N2O2 | the ωB97M-V functional and the def2-TZVPD basis

Results
Orbital gap: 9.645 eV
Electronic energy: -380.29093 Ha
Total charge: 0

Cartesian coordinates (Å):
1 C -1.7380 -1.5278 -0.8613
2 N -0.7243 -0.9863 0.0447
3 C -0.9454 -0.2673 1.1782
4 O -1.8956 -0.4466 1.9058
5 C 0.1407 0.7707 1.4514
6 N 0.1407 1.7312 0.3657
7 H -2.7078 -1.4165 -0.3817
8 H -1.7111 -0.9727 -1.7953
9 H -1.6017 -2.5937 -1.0516
10 H 0.1121 -0.7460 -0.4612
11 H 1.0867 0.2341 1.4375
12 H -0.0041 1.2617 2.4038
13 H -0.2292 2.6268 0.6399
14 H 1.0382 2.0214 -0.0122
15 O 2.9829 0.3150 -1.9765
16 H 3.6697 0.3428 -1.2925
17 H 2.3862 -0.3468 -1.5947

Atom charges from the Löwdin analysis, given in e for atoms 1 to 2: -0.06 0.00



The calculation returns the following max |F| values, one per record and in order: 0.49; 4.70; 0.53; 1.43 eV/Å.